No. 1
Computed, not measured: a 7-piece molecular cluster, C47H69N8O2PS overall, with ωB97M-V/def2-TZVPD.

Output
* LUMO energy: -1.54 eV
* orbital gap: 6.145 eV
* total energy: -3159.6590 Eh
* HOMO level: -7.688 eV

Each line ends with the Mulliken charge.
Positions of all 128 atoms, in Å:
C -3.1573 3.9319 -5.0420  -0.887
C -4.2964 2.7250 -4.9446  -0.207
C -4.1529 1.7698 -6.2978  -0.625
C -5.5429 0.8612 -6.3620  -0.605
C -5.3181 -0.3930 -5.3276  -0.264
C -6.7082 -0.5463 -4.4431  -0.585
C -6.3594 -1.0462 -2.9111  -0.297
C -6.9195 -2.5923 -2.6952  -0.809
C -5.7379 -3.6955 -3.0742  -0.523
C -4.5752 -3.6887 -1.8718  0.185
C -3.0933 -3.6867 -2.5731  -0.431
C -1.8302 -3.5877 -1.5326  0.559
C -0.4671 -2.7846 -2.0652  -0.537
O -0.5001 -2.1808 -3.4088  -0.587
C 0.9154 -2.6181 -1.1955  0.261
P 2.4902 -1.7227 -1.8584  0.288
C 3.6135 -1.1240 -0.4011  -0.836
C 1.9386 -0.1615 -2.8111  -0.869
C 0.9351 -3.2972 0.3116  0.410
N 2.0274 -3.3629 1.3576  -0.448
S 1.5193 -4.1819 2.8232  0.158
N -0.1383 -4.6170 2.3400  -0.571
C -0.3939 -4.1033 0.9278  0.335
C -1.7459 -4.2321 -0.0274  0.015
O -2.8759 -4.9876 0.5351  -0.426
C -3.5217 -4.2833 1.6538  -0.673
C -3.4113 -2.6477 1.6036  0.350
C -4.5547 -1.8947 2.5633  -0.558
C -3.8560 -1.0878 3.8308  -0.596
H -2.3410 3.5352 -5.7941  0.258
H -3.6778 4.8777 -5.5025  0.232
H -2.7032 4.1227 -3.9689  0.285
H -4.1298 2.0932 -3.9467  0.141
H -5.4061 3.1611 -4.8977  0.234
H -4.0795 2.3829 -7.2942  0.326
H -3.1782 1.1039 -6.1477  0.230
H -5.7415 0.4152 -7.4501  0.334
H -6.4212 1.5953 -6.0389  0.268
H -4.3778 -0.2371 -4.6223  -0.030
H -5.1139 -1.4141 -5.9089  0.255
H -7.3947 -1.2913 -5.0346  0.269
H -7.3030 0.4757 -4.3839  0.316
H -5.2148 -1.0364 -2.6526  0.072
H -6.9286 -0.3485 -2.1546  0.376
H -7.2989 -2.7732 -1.5793  0.260
H -7.8402 -2.7113 -3.4173  0.402
H -5.2761 -3.5226 -4.1469  0.178
H -6.2898 -4.7502 -3.1376  0.348
H -4.7007 -4.7494 -1.3387  0.266
H -4.7878 -2.7927 -1.1498  -0.223
H -3.0524 -2.7088 -3.2566  0.075
H -2.9151 -4.6194 -3.2569  0.312
H -0.8567 -1.2416 -3.3914  0.316
H 4.4687 -1.9104 -0.1392  0.262
H 2.9415 -1.0070 0.5703  0.311
H 4.0990 -0.0645 -0.6594  0.250
H 1.7066 -0.5051 -3.9304  0.250
H 2.7689 0.6641 -2.8100  0.349
H 0.9400 0.2951 -2.4056  0.212
H -3.0025 -4.6310 2.6674  0.239
H -4.6824 -4.5332 1.7640  0.397
H -2.3461 -2.3063 1.9813  -0.014
H -3.5484 -2.1771 0.5351  -0.056
H -5.3199 -2.6677 3.0363  0.248
H -5.1687 -1.0891 1.9395  0.285
H -2.8678 -0.5339 3.5175  -0.027
H -3.5501 -1.9224 4.6105  0.270
H -4.5563 -0.2863 4.3249  0.277
C -4.3478 0.2917 7.5268  0.035
C -5.6474 -0.2507 7.3843  -0.510
C -6.3839 0.1566 8.4741  -0.653
N -5.5729 0.9217 9.2714  0.028
C -4.3310 1.0141 8.6990  -0.662
H -3.5145 0.1696 6.8471  0.393
H -6.0074 -0.8709 6.5737  0.413
H -7.4125 -0.0331 8.7503  0.373
H -5.8482 1.3515 10.1450  0.199
H -3.5433 1.5831 9.1743  0.382
C 7.7127 -3.1943 -1.5434  -0.635
C 8.7340 -2.2556 -1.8246  -0.251
C 8.1487 -1.1971 -2.4827  -1.160
N 6.8111 -1.4665 -2.6126  0.141
C 6.5350 -2.6798 -2.0379  -0.536
H 7.8240 -4.1427 -1.0340  0.437
H 9.7832 -2.3421 -1.5734  0.410
H 8.5688 -0.2784 -2.8698  0.749
H 6.1337 -0.8638 -3.0615  0.266
H 5.5272 -3.0728 -2.0314  0.539
C 7.9059 2.0769 -1.0136  0.268
C 7.5130 3.2187 -0.2752  -0.790
C 7.0685 2.7808 0.9523  -0.520
N 7.1749 1.4145 0.9785  0.026
C 7.6898 0.9769 -0.2139  -0.584
H 8.3046 2.0590 -2.0196  0.217
H 7.5510 4.2494 -0.6032  0.400
H 6.6854 3.3230 1.8065  0.399
H 6.9151 0.8222 1.7565  0.212
H 7.8563 -0.0771 -0.3915  0.379
C 11.0458 2.8356 -6.0138  -0.391
C 10.6529 3.9774 -5.2754  -0.591
C 10.2084 3.5396 -4.0480  -0.273
N 10.3148 2.1733 -4.0217  0.012
C 10.8297 1.7356 -5.2142  -0.481
H 11.4445 2.8178 -7.0198  0.385
H 10.6909 5.0082 -5.6035  0.386
H 9.8253 4.0817 -3.1938  0.355
H 10.0550 1.5809 -3.2438  0.279
H 10.9962 0.6816 -5.3917  0.368
C -0.1794 2.3216 1.9145  -0.482
C -0.5723 3.4634 2.6529  -0.682
C -1.0168 3.0255 3.8803  -0.702
N -0.9104 1.6592 3.9066  0.118
C -0.3955 1.2215 2.7141  -0.711
H 0.2193 2.3037 0.9085  0.459
H -0.5343 4.4941 2.3248  0.414
H -1.3999 3.5676 4.7345  0.612
H -1.1702 1.0669 4.6845  0.270
H -0.2290 0.1675 2.5366  0.672
C 0.7532 4.4019 9.0954  -0.497
C -0.2445 3.4109 9.2553  -0.488
C -0.4497 2.8323 8.0228  -0.137
N 0.3858 3.4428 7.1239  0.054
C 1.1271 4.3976 7.7701  -0.555
H 1.1565 5.0482 9.8642  0.379
H -0.7576 3.1471 10.1711  0.396
H -1.1178 2.0415 7.7090  0.261
H 0.4465 3.2226 6.1383  0.247
H 1.8541 4.9916 7.2327  0.371


No. 2
Computed, not measured: a 5-piece molecular cluster, C29H71ClN2O3P2 overall, with ωB97M-V/def2-TZVPD.

Output
* LUMO energy: 0.44 eV
* orbital gap: 8.640 eV
* total energy: -2625.6367 Eh
* HOMO level: -8.199 eV
* ΔE to the lowest compared entry with this formula, charge and spin: 59.8 kJ/mol

Each line ends with the Mulliken charge.
Positions of all 108 atoms, in Å:
C 5.1132 -2.5061 6.5664  -0.719
O 3.7124 -2.3919 6.6078  -0.415
C 3.2136 -1.0665 6.7886  -0.653
C 4.1592 -0.0388 7.4306  -1.441
C 5.0931 0.7349 6.4713  0.193
O 4.6828 2.0991 6.4430  -0.618
C 2.5791 -0.6168 5.4512  0.636
N 2.3529 0.8185 5.3245  -0.401
P 0.8230 -1.3708 5.4711  0.626
N -0.0201 -0.7074 6.6727  -0.864
P 3.4590 -1.3288 3.9336  0.300
O 3.0423 -2.9545 3.8504  -0.517
Cl 2.3371 -0.5171 2.3384  -0.256
H 5.5921 -1.8476 5.8258  0.233
H 5.6091 -2.3302 7.5273  0.352
H 5.3647 -3.5291 6.2672  0.339
H 2.3754 -1.1738 7.4936  0.335
H 4.7596 -0.4498 8.2447  0.512
H 3.5262 0.7163 7.9104  0.616
H 5.1625 0.3009 5.4692  0.013
H 6.1006 0.7383 6.9077  0.183
H 4.5677 2.3368 5.5304  0.344
H 2.0840 1.2145 6.2122  0.269
H 1.6392 0.9641 4.6249  0.320
H 0.8918 -2.7927 5.5471  0.100
H 0.2448 -0.9475 4.2424  -0.078
H -0.3526 -1.4415 7.2874  0.240
H 3.7965 -3.4545 4.1357  0.327
C -2.6911 -3.7598 -1.8255  -1.174
C -2.0000 -2.4079 -1.6907  0.103
C -0.8369 -2.4174 -0.6996  -0.859
C -1.2247 -2.7435 0.7437  -0.539
C -2.2725 -1.8137 1.3565  -0.253
C -1.8096 -0.3647 1.4503  -1.063
H -3.1364 -4.0823 -0.8827  0.278
H -3.4926 -3.7036 -2.5651  0.331
H -1.9856 -4.5267 -2.1525  0.351
H -2.7333 -1.6468 -1.4083  -0.169
H -1.6164 -2.1120 -2.6715  0.437
H -0.3366 -1.4452 -0.7333  0.282
H -0.0926 -3.1482 -1.0319  0.393
H -0.3194 -2.7138 1.3594  0.273
H -1.5909 -3.7728 0.8002  0.342
H -2.5062 -2.1734 2.3627  0.389
H -3.2071 -1.8652 0.7900  0.098
H -0.8995 -0.2891 2.0496  0.131
H -2.5770 0.2499 1.9247  0.390
H -1.6089 0.0615 0.4659  0.307
C -7.1081 2.2688 -4.1388  -1.155
C -7.8642 1.1715 -3.4000  -0.297
C -7.2957 0.8718 -2.0134  -0.922
C -5.8555 0.3557 -2.0070  -0.646
C -5.6202 -0.9143 -2.8242  0.895
C -6.4080 -2.1149 -2.3128  -1.286
H -6.0687 1.9898 -4.3220  0.219
H -7.5725 2.4613 -5.1079  0.337
H -7.1185 3.2014 -3.5703  0.403
H -7.8801 0.2628 -4.0090  0.167
H -8.9075 1.4794 -3.2863  0.390
H -7.9464 0.1481 -1.5141  0.320
H -7.3400 1.7821 -1.4069  0.401
H -5.5593 0.1701 -0.9690  0.345
H -5.1852 1.1391 -2.3730  0.366
H -4.5539 -1.1548 -2.7884  0.017
H -5.8581 -0.7401 -3.8778  -0.591
H -6.1519 -2.3332 -1.2734  0.216
H -6.1784 -3.0005 -2.9087  0.397
H -7.4848 -1.9485 -2.3738  0.398
C 8.1939 -0.3434 4.0848  -1.020
C 8.5822 0.9969 4.6995  -0.318
C 8.1742 2.1959 3.8440  -0.478
C 8.8295 2.2572 2.4629  -0.835
C 10.3579 2.2728 2.4728  -0.401
C 10.9450 3.4908 3.1772  -1.195
H 8.6905 -0.5094 3.1276  0.366
H 8.4787 -1.1637 4.7476  0.348
H 7.1138 -0.4016 3.9238  0.090
H 9.6583 1.0144 4.8934  0.404
H 8.0963 1.0881 5.6748  0.174
H 8.3962 3.1137 4.3955  0.345
H 7.0870 2.1823 3.7107  0.238
H 8.4690 3.1541 1.9492  0.395
H 8.4894 1.4106 1.8593  0.325
H 10.7094 2.2636 1.4374  0.390
H 10.7449 1.3597 2.9340  0.230
H 10.6048 4.4147 2.7046  0.292
H 12.0351 3.4711 3.1279  0.382
H 10.6651 3.5227 4.2314  0.285
C -6.8179 0.0476 -7.4228  -0.731
C -5.8247 -0.1940 -8.5527  -0.532
C -4.4949 0.5330 -8.3530  -0.683
C -4.5941 2.0592 -8.3077  -0.406
C -5.2223 2.7038 -9.5432  -0.402
C -4.4298 2.4575 -10.8220  -1.219
H -7.0891 1.1016 -7.3420  0.188
H -7.7371 -0.5154 -7.5958  0.441
H -6.4027 -0.2736 -6.4642  -0.027
H -6.2762 0.0922 -9.5068  0.288
H -5.6242 -1.2670 -8.6212  0.358
H -3.8066 0.2343 -9.1489  0.328
H -4.0397 0.1885 -7.4187  0.349
H -3.5875 2.4667 -8.1682  0.390
H -5.1639 2.3618 -7.4239  0.068
H -5.2879 3.7822 -9.3738  0.380
H -6.2498 2.3530 -9.6744  0.239
H -3.4110 2.8397 -10.7277  0.293
H -4.9009 2.9645 -11.6661  0.381
H -4.3754 1.3954 -11.0663  0.285


No. 3
Computed, not measured: C26H25BrClN2O3V as an isolated structure, with ωB97M-V/def2-TZVPD.

Output
* LUMO energy (spin up / spin down): 4.43 / 4.39 eV
* orbital gap (spin up / spin down): 5.578 / 6.460 eV
* charge: -2
* total energy: -5319.2460 Eh
* 2S+1: 3
* HOMO level (spin up / spin down): -1.152 / -2.075 eV
* ⟨S²⟩: 2.07
* ΔE to the lowest compared entry with this formula, charge and spin: 0.0 kJ/mol

Each line ends with the Mulliken charge.
Positions of all 59 atoms, in Å:
V 0.2462 -0.0648 0.9413  0.307
O -2.6755 -5.0387 1.7207  -0.547
C -2.2323 -3.7327 1.7101  1.198
C -2.9522 -2.7355 2.3699  -0.762
C -2.4548 -1.4473 2.3183  -0.555
N -1.3377 -1.1788 1.6641  -0.118
C -0.6057 -2.1072 1.0179  0.108
Br 1.6508 -0.8425 3.1387  -0.766
C -1.0666 -3.4270 1.0364  -0.868
H -3.4881 -5.0673 2.2350  0.262
H -3.8709 -2.9596 2.9022  0.248
H -2.9636 -0.6200 2.8015  0.405
H -0.5203 -4.2193 0.5376  0.392
C -0.9355 3.1625 2.6601  -1.675
C 0.2727 2.8918 1.7561  1.586
C 1.5807 3.1503 2.5102  -1.589
C 0.1866 3.7720 0.5040  -1.592
N 0.2463 1.5229 1.3535  -0.280
H -0.9712 4.2148 2.9645  0.418
H -0.8731 2.5354 3.5515  0.344
H -1.8480 2.9093 2.1172  0.330
H 1.6284 4.1848 2.8695  0.415
H 2.4297 2.9597 1.8513  0.312
H 1.6596 2.4632 3.3538  0.331
H 0.2281 4.8339 0.7713  0.441
H -0.7492 3.5657 -0.0188  0.303
H 1.0184 3.5414 -0.1641  0.304
C 2.0230 -0.2773 -0.1856  -0.128
C 3.1106 -0.3111 -0.7712  -0.092
C 4.4090 -0.4030 -1.2508  -0.050
C 4.6332 -0.5964 -2.6787  0.331
C 3.6214 -0.2431 -3.5917  -0.625
C 3.7771 -0.4392 -4.9508  -0.535
C 4.9423 -1.0071 -5.4596  -0.395
C 5.9406 -1.3898 -4.5728  -0.652
C 5.7911 -1.1918 -3.2092  -0.298
C 5.4967 -0.3034 -0.2698  0.446
C 5.2262 -0.5737 1.0836  -0.533
C 6.2131 -0.4470 2.0447  -0.576
C 7.4972 -0.0372 1.6984  -0.333
C 7.7728 0.2636 0.3712  -0.667
C 6.7884 0.1367 -0.5979  -0.232
H 2.7064 0.1794 -3.1947  0.491
H 2.9778 -0.1502 -5.6235  0.361
H 5.0617 -1.1625 -6.5252  0.350
H 6.8428 -1.8628 -4.9453  0.349
H 6.5650 -1.5369 -2.5369  0.560
H 4.2219 -0.8618 1.3756  0.252
H 5.9639 -0.6607 3.0771  0.415
H 8.2661 0.0653 2.4555  0.350
H 8.7582 0.6174 0.0873  0.349
H 7.0134 0.4212 -1.6174  0.575
Cl -3.7446 1.3293 -3.0898  -0.272
C -2.0729 0.8888 -2.5918  -0.449
C -1.8398 0.8482 -1.0661  0.700
O -2.5362 1.5236 -0.3182  -0.647
O -0.8433 0.1022 -0.8180  -0.553
H -1.4175 1.6485 -3.0133  0.246
H -1.8415 -0.0740 -3.0334  0.310